# C31H48KN3O5

C31H48KN3O5 as an isolated structure at a distorted geometry (ωB97M-V/def2-TZVPD, OMol25).

## Properties
**E**: -2350.40534 Ha
**Energy relative to the best compared isomer or geometry (same formula, charge and spin)**: 34.8 kcal per mole
**LUMO**: 0.00 eV
**2S+1**: 1
**Charge**: 0
**Gap between HOMO and LUMO**: 5.85 eV

Cartesian coordinates (Å):
K: -0.3693 -0.5836 -0.0766
C: -1.4361 1.0942 -2.5376
C: -1.7621 2.0026 -1.3531
O: -1.9661 1.1816 -0.2348
C: -2.2782 1.8720 0.9517
C: -1.8013 1.0032 2.1137
O: -0.4398 0.6521 1.9940
C: 0.4947 1.4498 2.6643
C: 0.7362 2.8349 2.0336
O: 0.8842 2.8332 0.6294
C: 2.1977 2.7240 0.1381
C: 2.7557 1.2928 0.1685
O: 1.9440 0.3420 -0.4679
C: 2.0544 0.2555 -1.8705
C: 0.9382 1.0038 -2.5986
O: -0.2726 0.3317 -2.3396
H: -1.3669 1.6919 -3.4537
H: -2.2462 0.3706 -2.6450
H: -2.6668 2.5842 -1.5833
H: -0.9392 2.7077 -1.1632
H: -3.3636 2.0181 1.0394
H: -1.7934 2.8533 0.9591
H: -2.3534 0.0616 2.0498
H: -2.0057 1.4858 3.0749
H: 1.4152 0.8635 2.6584
H: 0.2025 1.6099 3.7120
H: 1.6206 3.2843 2.5037
H: -0.1254 3.4811 2.2280
H: 2.8759 3.3798 0.7052
H: 2.1545 3.0895 -0.8912
H: 2.8248 0.9701 1.2091
H: 3.7688 1.2966 -0.2591
H: 1.9598 -0.8047 -2.1172
H: 3.0320 0.6198 -2.2099
H: 1.1499 1.0144 -3.6799
H: 0.8892 2.0365 -2.2404
C: 0.6230 -7.1071 -2.4223
C: 0.1936 -5.6786 -2.2109
C: -0.5388 -5.0110 -3.1839
C: -0.9445 -3.7009 -2.9506
C: -1.7668 -2.9411 -3.9554
C: -0.5957 -3.0823 -1.7720
C: 0.1617 -3.7075 -0.7518
C: 0.5346 -5.0452 -1.0301
N: 0.3599 -2.9710 0.3653
C: 1.3474 -3.3324 1.3588
C: 2.7299 -3.5662 0.7145
C: 3.7938 -3.8222 1.7766
C: 3.3991 -5.0491 2.6007
C: 2.0632 -4.7880 3.2984
C: 2.1967 -3.5667 4.2067
C: 2.5624 -2.3506 3.3586
C: 3.9107 -2.6003 2.6848
C: 1.4855 -2.1198 2.3004
C: 0.9751 -4.5372 2.2524
H: 0.1523 -7.5293 -3.3088
H: 0.3612 -7.7209 -1.5594
H: 1.7061 -7.1610 -2.5455
H: -0.8079 -5.5149 -4.1027
H: -2.0590 -3.5806 -4.7849
H: -1.1987 -2.0966 -4.3505
H: -2.6675 -2.5538 -3.4775
H: -0.9350 -2.0650 -1.5906
H: 1.0775 -5.6341 -0.3056
H: 2.9867 -2.6839 0.1187
H: 2.6864 -4.4108 0.0298
H: 4.7619 -4.0074 1.2906
H: 4.1745 -5.2708 3.3411
H: 3.3124 -5.9197 1.9446
H: 1.7958 -5.6656 3.9042
H: 2.9700 -3.7343 4.9614
H: 1.2541 -3.3920 4.7296
H: 2.6414 -1.4669 4.0080
H: 4.6785 -2.7654 3.4458
H: 4.2078 -1.7296 2.0920
H: 1.7363 -1.2524 1.6873
H: 0.5200 -1.9320 2.7767
H: 0.0238 -4.3251 2.7481
H: 0.8263 -5.4331 1.6517
N: -2.2643 -2.8743 0.7910
C: -3.0398 -3.8509 0.2973
C: -4.2713 -3.3035 0.0147
C: -4.1269 -1.9548 0.3515
N: -2.9071 -1.7085 0.8011
H: -1.1880 -2.9141 0.8134
H: -2.6833 -4.8547 0.1941
H: -5.1376 -3.8012 -0.3740
H: -4.8618 -1.1712 0.3026

---

# C31H48N3O6S2

A 3-piece molecular cluster, C31H48N3O6S2 overall at a distorted geometry (ωB97M-V/def2-TZVPD, OMol25).

## Properties
**E**: -2621.20448 Ha
**LUMO**: 1.18 eV
**2S+1**: 1
**Charge**: -1
**Gap between HOMO and LUMO**: 3.96 eV

Cartesian coordinates (Å):
C: 1.5060 3.9369 0.1176
C: 2.5460 2.8130 0.7621
O: 3.6989 3.2268 1.3477
O: 2.1175 1.4073 0.7016
C: 3.1228 0.5402 0.0658
C: 2.6172 -0.9923 -0.2446
C: 2.6432 -1.9416 1.1094
C: 1.1092 -2.4906 1.4875
C: 0.3446 -1.1844 2.1617
S: -1.2603 -1.5901 3.0324
C: -2.6031 -2.1497 1.8611
S: -3.3036 -3.7023 2.1924
N: -3.1683 -1.4123 0.6783
C: -2.1368 -1.0289 -0.3534
C: -1.6287 -2.2628 -1.3621
C: -0.5553 -2.0809 -2.5867
C: 0.0985 -0.5883 -2.8279
C: -0.3806 0.6562 -1.8317
C: -1.5065 0.4617 -0.6156
C: -4.1102 -0.2956 1.0401
C: -5.2817 0.0846 -0.0914
C: -6.3407 1.3221 0.1690
C: -6.2858 2.2286 1.5396
C: -5.1693 1.8741 2.6921
C: -4.1058 0.6176 2.3979
C: 3.7425 -1.6358 -1.2706
C: 3.0720 -2.6857 -2.3711
C: 3.0351 -2.0959 -3.9031
O: 2.4330 -2.8321 -4.8413
O: 3.6026 -0.7680 -4.3108
H: 0.8914 4.5204 0.9570
H: 2.0841 4.6991 -0.5912
H: 0.6807 3.3615 -0.5232
H: 3.4724 1.1144 -0.9208
H: 4.0455 0.4617 0.7959
H: 3.3603 -2.8574 0.9761
H: 3.1022 -1.2894 1.9969
H: 0.5515 -2.9474 0.5654
H: 1.2737 -3.2635 2.3692
H: 1.0926 -0.7908 3.0050
H: 0.2858 -0.3277 1.3673
H: -2.0828 -3.3560 -1.2146
H: -0.2251 -2.9528 -3.3178
H: 0.8741 -0.3453 -3.6826
H: 0.1374 1.7071 -2.0443
H: -1.8627 1.3450 0.0671
H: -5.3665 -0.4868 -1.1085
H: -7.1603 1.5960 -0.6283
H: -7.0060 3.1499 1.7581
H: -5.0444 2.4842 3.7103
H: -3.3235 0.4162 3.2436
H: 4.5837 -2.2403 -0.7218
H: 4.2815 -0.7153 -1.7882
H: 2.0134 -2.9616 -1.9471
H: 3.7081 -3.6767 -2.3594
H: 3.0320 -0.0834 -3.8495
C: 6.6988 -3.9408 -5.2822
C: 7.5157 -3.6521 -6.5385
C: 6.9875 -2.4502 -7.3555
O: 5.8256 -2.7378 -8.1385
C: 4.6022 -2.6594 -7.4230
N: 7.5814 -4.8741 -7.3541
H: 5.7388 -4.4165 -5.5029
H: 7.2449 -4.6192 -4.6182
H: 6.5013 -3.0188 -4.7232
H: 8.5328 -3.4042 -6.2101
H: 7.7645 -2.1687 -8.0769
H: 6.8229 -1.5717 -6.7204
H: 4.6173 -1.8728 -6.6626
H: 4.3726 -3.6253 -6.9689
H: 3.8053 -2.4342 -8.1368
H: 8.2011 -4.7013 -8.1486
H: 6.6616 -4.9963 -7.7910
C: -6.9241 4.8826 8.5634
C: -5.8471 3.8541 8.2294
C: -4.9837 4.2399 7.0059
O: -5.6238 4.0261 5.7448
C: -6.4870 5.0777 5.3398
N: -6.4834 2.5405 8.0503
H: -7.7661 4.8540 7.8656
H: -7.3325 4.6981 9.5626
H: -6.5111 5.8979 8.5571
H: -5.1788 3.7958 9.0976
H: -4.1011 3.5882 7.0005
H: -4.6086 5.2671 7.0846
H: -6.1176 6.0594 5.6514
H: -7.4924 4.9066 5.7293
H: -6.5505 5.0634 4.2484
H: -5.7508 1.8406 7.9141
H: -6.9670 2.5589 7.1461

---

# C31H49BCoGeN6S3Se4

C31H49BCoGeN6S3Se4 as an isolated structure (ωB97M-V/def2-TZVPD, OMol25).

## Properties
**E**: -15824.11838 Ha
**Energy relative to the best compared isomer or geometry (same formula, charge and spin)**: 3.2 kcal per mole
**LUMO (spin up / spin down)**: 3.78 / 3.78 eV
**2S+1**: 2
**Charge**: -2
**Gap between HOMO and LUMO (spin up / spin down)**: 3.99 / 3.97 eV

Cartesian coordinates (Å):
Co: -2.2504 -2.5485 0.3060
C: -1.2024 -1.1424 5.2236
C: -0.8052 -0.4489 3.9618
C: -0.1087 0.7047 3.9470
C: 0.2474 1.2999 2.7074
N: -0.0698 0.7479 1.5772
N: -0.7610 -0.3954 1.5779
B: -1.2497 -0.9363 0.1875
N: -0.0962 -1.5554 -0.6568
N: 1.2614 -1.0500 -0.4811
C: 1.8600 -0.5857 -1.5763
C: 1.3586 -0.6025 -2.8548
C: 0.0716 -1.2218 -3.0738
C: -0.4932 -1.3184 -4.4636
C: -0.6304 -1.6928 -2.0417
S: -2.2217 -2.4297 -2.0088
C: 3.2632 -0.0126 -1.3087
C: 3.3512 1.4068 -1.8819
C: 3.5848 0.0584 0.1865
C: 4.3152 -0.8987 -1.9881
N: -2.0564 0.2046 -0.5111
N: -1.3844 1.1558 -1.1655
C: -2.0465 2.1276 -1.7251
C: -3.4568 2.2154 -1.5921
C: -4.1472 1.2540 -0.9206
C: -5.6349 1.2786 -0.7794
C: -3.4054 0.1525 -0.3887
S: -4.1457 -1.2062 0.2900
C: -1.2646 3.1444 -2.5448
C: -1.7212 3.0449 -4.0069
C: -1.5376 4.5571 -2.0134
C: 0.2337 2.8604 -2.4784
C: -1.1728 -1.0239 2.7002
S: -2.0686 -2.4410 2.5788
C: 1.0370 2.5974 2.6553
C: 0.3472 3.6557 3.5260
C: 2.4542 2.3401 3.1839
C: 1.1142 3.1087 1.2180
H: -0.8150 -0.6146 6.0960
H: -0.8273 -2.1669 5.2207
H: -2.2885 -1.2148 5.2870
H: 0.1805 1.1748 4.8801
H: 1.9243 -0.2220 -3.6942
H: 0.2450 -0.9998 -5.2026
H: -1.3858 -0.6916 -4.5665
H: -0.8060 -2.3391 -4.6942
H: 2.5965 2.0514 -1.4269
H: 3.1912 1.4155 -2.9604
H: 4.3387 1.8329 -1.6737
H: 2.8414 0.6596 0.7142
H: 4.5750 0.5045 0.3265
H: 3.5732 -0.9294 0.6397
H: 4.1322 -0.9659 -3.0614
H: 4.2802 -1.9090 -1.5791
H: 5.3189 -0.4910 -1.8263
H: -3.9907 3.0450 -2.0423
H: -6.0521 2.1787 -1.2322
H: -5.9182 1.2290 0.2734
H: -6.0654 0.3924 -1.2499
H: -2.7894 3.2489 -4.1140
H: -1.5262 2.0414 -4.3897
H: -1.1739 3.7636 -4.6220
H: -2.5959 4.8215 -2.0645
H: -0.9803 5.2890 -2.6040
H: -1.2151 4.6439 -0.9733
H: 0.4684 1.8503 -2.8199
H: 0.5972 2.9412 -1.4547
H: 0.7676 3.5875 -3.0982
H: 0.3549 3.3827 4.5838
H: -0.6911 3.7884 3.2160
H: 0.8618 4.6138 3.4242
H: 2.4357 1.9644 4.2094
H: 3.0361 3.2649 3.1714
H: 2.9638 1.6027 2.5612
H: 0.1160 3.3213 0.8347
H: 1.5501 2.3631 0.5525
H: 1.7137 4.0230 1.1845
Se: -3.2195 -4.9558 0.5856
Se: -5.4255 -5.0633 0.0678
Se: -3.4331 -7.2849 -2.3381
Se: -1.9832 -6.0531 -1.2549
C: 1.6397 -2.2012 2.7329
Ge: 1.0706 -3.4090 1.2863
C: 0.4214 -5.0888 2.0948
C: 2.7084 -3.9400 0.3081
C: -0.3233 -2.9001 0.0207
H: 2.6119 -2.5307 3.1084
H: 0.9377 -2.1919 3.5688
H: 1.7409 -1.1957 2.3235
H: 1.1986 -5.5582 2.7040
H: 0.1395 -5.7859 1.3021
H: -0.4591 -4.9103 2.7133
H: 3.0728 -4.9153 0.6381
H: 3.5018 -3.2064 0.4526
H: 2.4861 -3.9899 -0.7591
H: -0.1958 -3.6754 -0.7463